1.
The following is a quantum chemistry calculation of a cluster of 2 separate species, C2H2ClFNO2 in total in a non-equilibrium geometry, from the OMol25 dataset.

Computed properties:
E, Ha: -842.66956
Charge: -1
Relative energy (zero: lowest compared OMol25 entry of this formula, charge and spin), kcal per mole: 76.7

```
9
C2H2ClFNO2, DFT ωB97M-V/def2-TZVPD
C -0.07237 -0.85822 -1.73272
C -0.19892 0.07503 1.16697
N 0.83506 -0.42114 -0.75913
O 0.45830 -0.68304 -2.88953
O -1.15322 -1.32841 -1.37271
F -0.11963 1.39515 1.33703
Cl 0.73310 -0.76988 2.36491
H -1.05810 -0.43649 1.02905
H 1.41819 0.37941 -0.93489
```

Löwdin population analysis, charges in e, atoms 1 to 8: -0.90 -0.60 0.13 -0.12 -0.08 -0.05 0.57 0.01



2.
The following is a quantum chemistry calculation of a cluster of 2 separate species, C2H2ClFO in total in a non-equilibrium geometry, from the OMol25 dataset.

Computed properties:
E, Ha: -712.53315
Expectation value of S²: 2.01
Relative energy (zero: lowest compared OMol25 entry of this formula, charge and spin), kcal per mole: 4.6
2S+1: 3

```
7
C2H2ClFO, DFT ωB97M-V/def2-TZVPD
C -1.23929 0.92928 -0.06315
C 0.79585 -0.67585 0.38495
O -2.14183 1.61415 0.10224
F 0.43389 -1.32486 -0.78810
Cl 2.08483 0.34746 0.12188
H -0.97495 0.45792 -1.01255
H 1.04151 -1.34810 1.25471
```

From a Löwdin analysis of the wavefunction, the atomic charges in e read: -0.10 -0.67 0.07 -0.12 0.68 0.06 0.08



3.
The following is a quantum chemistry calculation of the molecule C2H2ClFO2 in a non-equilibrium geometry, from the OMol25 dataset.

Computed properties:
Structure (SMILES): O=C(O)[C@@H](F)Cl
E, Ha: -787.94525
Relative energy (zero: lowest compared OMol25 entry of this formula, charge and spin), kcal per mole: 6.3

```
8
C2H2ClFO2, DFT ωB97M-V/def2-TZVPD
O 0.93641 0.11650 -1.56986
C 0.13693 0.20027 -0.64294
O -1.06267 0.87882 -0.62075
C 0.18056 -0.64385 0.70328
F 0.95963 -1.69883 0.58559
Cl 0.83889 0.45538 2.00541
H -1.11463 1.44215 -1.45815
H -0.87511 -0.75044 0.99742
```

From a Löwdin analysis of the wavefunction, the atomic charges in e read: 0.11 -0.47 0.06 -0.62 0.04 0.62 0.16 0.11



4.
The following is a quantum chemistry calculation of a structure of composition C2H2ClIO in a non-equilibrium geometry, from the OMol25 dataset.

Computed properties:
E, Ha: -910.38134
Relative energy (zero: lowest compared OMol25 entry of this formula, charge and spin), kcal per mole: 82.1

```
7
C2H2ClIO, DFT ωB97M-V/def2-TZVPD
C -0.94863 1.16020 0.66057
C 1.72242 -0.09426 0.32820
O -1.80382 0.96583 1.46898
Cl 3.06123 0.05750 1.32833
I 1.94932 0.87228 -1.50245
H -1.17622 1.93539 -0.16939
H 1.35131 -1.08920 0.10205
```

From a Löwdin analysis of the wavefunction, the atomic charges in e read: -0.08 -1.21 0.01 0.52 0.71 0.08 -0.04



5.
The following is a quantum chemistry calculation of a cluster of 2 separate species, C2H2ClIO in total in a non-equilibrium geometry, from the OMol25 dataset.

Computed properties:
E, Ha: -910.39458
Relative energy (zero: lowest compared OMol25 entry of this formula, charge and spin), kcal per mole: 73.8

```
7
C2H2ClIO, DFT ωB97M-V/def2-TZVPD
C 0.54422 -0.40215 0.21676
C -0.64224 0.34222 -0.12371
O 1.43120 -0.61753 -0.62008
Cl 1.30842 2.39293 0.47540
I -2.22594 0.73136 1.03516
H 0.71495 -1.02832 1.16528
H -0.45591 0.73895 -1.15212
```

From a Löwdin analysis of the wavefunction, the atomic charges in e read: -0.50 -0.66 0.00 -0.11 1.04 0.14 0.07



6.
The following is a quantum chemistry calculation of the molecule C2H2ClNO in a non-equilibrium geometry, from the OMol25 dataset.

Computed properties:
E, Ha: -667.46582
Relative energy (zero: lowest compared OMol25 entry of this formula, charge and spin), kcal per mole: 62.4

```
7
C2H2ClNO, DFT ωB97M-V/def2-TZVPD
C -1.28923 -0.57409 -0.19308
C 0.79482 0.37307 0.37410
N -0.26160 0.23019 -0.39624
O -2.28882 -0.50959 0.43667
Cl 2.45924 0.23778 -0.26795
H 0.76070 -0.25400 1.34961
H -0.17511 0.49662 -1.30312
```

From a Löwdin analysis of the wavefunction, the atomic charges in e read: -0.23 -0.56 -0.06 0.12 0.51 0.11 0.11